42
Properties=species:S:1:pos:R:3:forces:R:3 method="wB97M-V/def2-TZVPD" relative_energy_kcal_mol=99.8 fmax_ha_per_bohr=0.048 orbital_gap_ev=9.88 e_tot_ha=-1070.04190
O -1.364 -4.136 0.173 -1.22 0.55 0.20
O -0.117 0.206 -0.545 -1.04 -1.13 -0.04
O 1.037 1.513 2.742 -0.12 -0.03 0.09
O -3.431 -0.458 -3.816 0.11 0.09 -0.26
O 2.819 -1.718 -0.514 0.58 0.27 -1.98
O 1.769 -1.957 1.469 -0.91 -0.26 2.27
O -0.532 4.408 -2.071 0.04 -0.01 0.22
O 4.493 0.313 1.557 -0.07 0.05 0.18
O -2.776 -0.286 1.169 0.16 -0.23 0.08
O -4.671 -1.146 -1.437 -0.12 -0.22 0.36
O -2.786 4.215 1.833 0.25 0.06 -0.10
O 0.991 -4.658 0.606 1.25 -0.48 0.40
O 1.797 1.598 -0.485 -0.12 0.26 1.27
O 3.323 2.391 -1.878 1.14 1.18 -1.35
H 1.453 0.702 -0.387 -0.18 0.34 -0.06
H -2.017 -3.726 0.751 -0.11 -0.14 -0.18
H 0.703 2.417 2.756 0.11 -0.03 -0.07
H -0.414 -0.698 -0.699 -0.16 -0.02 -0.04
H -2.501 5.005 1.361 -0.11 -0.03 0.08
H 2.111 -2.469 2.212 -0.17 0.08 0.07
H -4.042 -0.055 -3.189 0.25 -0.16 -0.01
H -5.588 -1.276 -1.703 0.03 0.02 0.00
H -3.054 -1.201 -3.331 -0.19 0.16 -0.02
H 2.391 2.407 -2.122 0.52 -0.18 0.07
H 2.291 -1.122 -1.056 0.28 -0.02 -0.26
H 3.686 3.185 -2.285 0.22 -0.05 -0.21
H 3.733 0.887 1.706 -0.04 0.11 -0.08
H 4.952 0.720 0.814 -0.15 -0.12 -0.06
H 0.951 1.217 3.655 0.02 -0.03 -0.06
H 2.424 -1.261 1.344 0.26 0.11 -0.11
H 1.055 2.095 -0.848 -0.05 -0.44 0.29
H -4.505 -1.856 -0.807 -0.13 -0.01 -0.10
H -2.229 3.514 1.476 -0.17 -0.07 0.02
H 1.562 -4.848 -0.148 -0.19 0.05 -0.12
H -2.954 -0.924 0.469 -0.01 0.26 -0.07
H 1.509 -4.939 1.369 0.00 0.00 -0.05
H -0.599 -4.271 0.743 0.24 -0.08 -0.36
H 2.172 -2.323 -0.133 0.06 -0.01 -0.03
H -2.278 -0.789 1.824 -0.03 0.06 0.07
H -0.226 3.789 -1.398 -0.10 0.07 -0.10
H -0.305 0.359 0.388 -0.16 0.01 0.15
H -0.829 5.174 -1.567 0.03 -0.02 -0.12